Molecular formula: C29H59F3O22P3
Method: DFT, the ωB97M-V functional and the def2-TZVPD basis

ORCA input file:
```
! RIJCOSX wB97M-V def2-TZVPD def2/J DEFGRID3
* xyz -1 1
P 8.91933 33.35953 11.57207
P 9.04641 25.83783 5.08988
P 15.41849 26.60818 14.00370
F 19.87652 34.33634 7.36410
F 20.32005 25.69372 6.02890
F 15.47199 28.01486 -0.22845
O 9.19417 25.93637 6.55107
O 22.45164 26.08775 6.29900
O 14.60462 24.03643 -0.41599
O 21.71601 33.26724 6.78596
O 15.76110 25.57264 14.97368
O 23.58883 32.53408 7.69374
O 9.99748 33.28110 12.58398
O 8.76994 27.16693 4.24848
O 16.20892 29.84231 5.71698
O 7.85010 24.86473 4.56001
O 10.36398 25.20112 4.41194
O 14.39743 26.19747 0.13490
O 15.71817 28.13282 14.46675
O 7.43787 33.80001 12.05288
O 13.81076 26.66091 13.68206
O 21.53013 31.66090 8.18956
O 16.13554 26.48937 12.56034
O 16.17704 25.15769 0.62453
O 9.22721 34.47483 10.44296
O 8.52547 32.01273 10.74887
O 24.58873 26.72625 5.80644
O 22.79315 27.70280 4.82738
C 13.17927 27.84254 13.19204
C 22.37762 32.49498 7.54988
C 9.33110 28.42429 4.67544
C 6.10429 34.86461 13.65716
C 10.71009 34.22526 8.50553
C 21.21854 26.75354 6.06606
C 6.23761 24.96375 6.36984
C 14.95905 30.17794 6.24533
C 20.19121 32.15351 8.01305
C 6.52444 25.21181 4.88732
C 15.01796 25.05884 0.08628
C 17.54474 29.18112 13.12708
C 9.95867 29.16174 3.50566
C 12.33084 23.98595 4.78154
C 16.29512 26.39097 1.36091
C 15.16496 27.24466 0.78021
C 7.22484 35.08254 12.59293
C 16.82147 24.39538 11.57833
C 21.40529 27.44263 4.73399
C 15.75113 25.53802 11.61045
C 20.36258 33.16621 6.99620
C 10.54705 34.66830 9.93988
C 11.67276 27.70126 13.38631
C 11.64543 25.32031 4.97565
C 23.40273 26.81566 5.65224
C 17.05057 28.60485 14.44910
C 14.96811 30.71159 7.74072
C 6.68090 30.67834 10.03648
C 7.50942 31.94997 9.75640
H 5.46570 34.04077 13.33844
H 20.75617 28.31354 4.64314
H 11.33980 34.13296 10.46242
H 6.82250 32.79628 9.75862
H 19.81198 32.84876 6.11067
H 16.07789 26.16793 2.40550
H 13.53603 28.69981 13.76292
H 11.77284 34.32713 8.28577
H 14.43639 30.98721 5.73543
H 5.94099 24.45851 4.35794
H 16.70900 23.68267 10.76132
H 18.56456 29.55604 13.21370
H 19.56098 31.30673 7.74123
H 11.12297 28.64129 13.43304
H 13.34818 24.16811 5.12784
H 7.31553 29.80116 10.16257
H 16.76679 23.86267 12.52772
H 10.01987 28.39240 5.51964
H 11.93223 23.26981 5.50012
H 5.46160 35.73494 13.78972
H 10.18563 34.90524 7.83422
H 8.00398 31.94149 8.78509
H 10.32415 33.22885 8.29027
H 15.59412 25.98787 10.63010
H 14.35547 29.27437 6.15965
H 10.81881 28.68566 3.03491
H 14.80666 25.08040 11.90483
H 19.63615 32.64685 8.81095
H 17.83481 24.78152 11.46814
H 15.60894 29.98291 8.23717
H 6.87696 35.81205 11.86156
H 8.45431 28.99663 4.97838
H 12.22415 26.11233 4.50037
H 6.06523 30.66115 10.93580
H 6.45744 34.61144 14.65681
H 17.13306 29.34245 15.24738
H 11.19086 27.05213 12.65522
H 10.31530 30.11053 3.90654
H 21.02591 27.38555 6.93297
H 6.37018 23.93484 6.70433
H 15.44254 31.69203 7.78248
H 11.32742 27.28752 14.33376
H 5.94864 30.49334 9.25056
H 21.16793 26.82196 3.86997
H 12.37236 23.63731 3.74963
H 8.13438 35.46777 13.05382
H 9.21246 29.41967 2.75416
H 13.98339 30.72576 8.20786
H 17.61808 28.44886 12.32302
H 17.30876 26.78613 1.29396
H 11.48811 25.62897 6.00912
H 14.55420 27.78616 1.50261
H 13.29188 28.09623 12.13796
H 6.13635 26.15121 4.49361
H 6.79551 25.61835 7.03943
H 10.81176 35.72512 9.97400
H 17.62334 27.79628 14.90326
H 5.19423 25.27668 6.40905
H 16.89258 29.95544 12.72307
*
```

Output
* E_tot: -112099.9832 eV
* ΔE to the lowest compared entry with this formula, charge and spin: 387.5 kJ/mol
* gap between HOMO and LUMO: 5.152 eV
* HOMO level: -0.123 hartree

Here are the Löwdin charges for atoms 1 to 2, given in e: atom 1 (P): 0.48, atom 2 (P): 0.46